Entry 1:
# BaF24P4

A structure of composition BaF24P4 at a distorted geometry (ωB97M-V/def2-TZVPD, OMol25).

## Properties
Maximum force ... 2.03 eV Å⁻¹
Gap between HOMO and LUMO ... 12.1 eV
Total charge ... -2
Multiplicity ... 1
HOMO ... -7.4851 eV
ΔE to the lowest compared entry with this formula, charge and spin ... 0.000 eV
M ... 717.2 g/mol
Energy ... -103102.467 eV

XYZ file:
```
29
Properties=species:S:1:pos:R:3:forces:R:3
Ba 9.2898 13.6726 8.7393 0.01 -0.37 0.40
P 5.9931 12.5433 7.7007 0.27 -1.39 1.45
P 11.9548 11.4310 7.5776 0.41 -0.40 1.18
P 10.3432 16.9105 9.9026 0.54 0.19 -0.83
P 9.6960 12.3840 11.9265 -0.46 -1.44 -0.12
F 6.1718 12.3633 9.3140 -0.16 0.33 -0.22
F 9.9485 16.5378 8.3352 -0.01 -0.17 -0.24
F 9.1000 15.9309 10.3258 -0.11 0.09 0.23
F 11.3278 15.6144 9.8902 -0.23 0.02 -0.02
F 12.0623 11.6298 9.1642 0.02 0.05 0.14
F 7.4642 11.7944 7.5675 -0.09 0.27 -0.39
F 11.8671 11.3295 5.9931 -0.37 -0.20 -0.39
F 10.6688 13.1497 10.8539 0.14 0.58 0.49
F 11.4545 13.0082 7.4509 0.51 0.74 -0.27
F 5.2439 11.1325 7.6386 0.03 -0.17 -0.34
F 8.7119 11.5205 12.8679 -0.02 0.39 0.09
F 9.1380 11.5295 10.6202 0.04 0.12 0.02
F 13.5104 11.8462 7.4684 -0.18 0.17 -0.31
F 8.5160 13.4630 11.6233 0.02 0.16 -0.20
F 10.8551 11.3087 12.1599 0.12 0.00 0.05
F 12.3108 9.8771 7.7107 0.05 -0.09 -0.20
F 10.1996 13.2813 13.1335 0.20 0.15 0.14
F 10.3656 11.1004 7.7931 -0.17 -0.18 -0.54
F 11.5542 17.8328 9.3678 0.03 -0.14 0.14
F 9.3693 18.1785 9.8173 -0.37 -0.04 0.22
F 6.8208 13.9596 7.8428 -0.11 0.64 -0.36
F 5.9290 12.7184 6.1196 0.00 0.18 -0.18
F 4.6067 13.2951 7.9141 -0.10 0.45 -0.16
F 10.6872 17.1976 11.4214 -0.01 0.07 0.23
```
Positions in Å, forces in eV/Å.

---

Entry 2:
# C23H49BCl17N2O7PSi2

A structure of composition C23H49BCl17N2O7PSi2 at a distorted geometry (ωB97M-V/def2-TZVPD, OMol25).

## Properties
Maximum force ... 1.58 eV Å⁻¹
Gap between HOMO and LUMO ... 8.5 eV
Total charge ... 0
Multiplicity ... 1
HOMO ... -8.4363 eV
ΔE to the lowest compared entry with this formula, charge and spin ... 0.336 eV
M ... 1166.3 g/mol
Energy ... -280568.017 eV

XYZ file:
```
102
Properties=species:S:1:pos:R:3:forces:R:3
Cl -3.6393 -4.3721 0.3664 0.00 0.04 0.00
Cl 7.0893 -1.0656 0.8155 0.01 0.00 -0.02
Cl 2.0787 -5.4511 5.5753 -0.04 -0.12 0.17
Cl -6.1889 5.0597 -0.2113 0.06 -0.12 0.15
Cl -0.2308 -0.0970 -1.8343 0.07 0.02 -0.10
Cl -1.5927 -3.1227 -2.6315 0.00 0.12 -0.05
Cl -1.2870 3.1218 -7.9649 -0.05 0.05 -0.03
Cl -1.5887 -6.3706 -1.4614 -0.04 -0.07 0.09
Cl 4.9115 -4.4791 4.0717 -0.02 0.00 -0.02
Cl 1.4287 0.1912 -5.1049 -0.01 0.01 -0.07
Cl 7.2773 -1.4539 6.9500 0.05 0.04 -0.04
Cl 1.6250 -6.7030 1.3956 0.00 -0.01 -0.01
Cl 4.5451 -2.3414 8.6162 -0.06 0.01 0.23
Cl -4.2903 2.8629 -9.5503 -0.02 0.01 0.01
Cl 2.4963 3.1738 -3.9188 -0.01 0.00 0.02
Cl 9.9487 -1.8496 2.4872 0.01 0.01 0.00
Cl 1.3789 -3.3799 0.7444 0.09 -0.14 0.21
P -3.4185 3.2790 2.8882 -0.77 1.02 0.31
Si -4.5470 4.4148 -1.2816 0.28 0.56 -0.61
Si -3.4600 2.6195 0.7365 0.31 -0.18 -0.29
O -2.3189 -0.0334 2.0977 -0.05 0.22 -1.07
O -3.3416 3.9345 -0.2505 -0.44 -0.40 0.26
O -7.2580 2.2981 -1.7679 0.26 0.42 -0.19
O -4.1144 6.0187 -3.7153 0.02 0.06 0.31
O -3.2160 7.0565 -1.7727 0.29 -0.41 -0.34
O -7.1473 3.7331 -3.5174 0.53 -0.69 1.08
O -0.2182 1.7526 1.7225 -0.53 0.09 -1.18
N -4.3129 4.5489 3.2164 0.26 -0.41 -0.29
N -2.1317 1.5287 0.3863 0.04 -0.10 0.02
C -0.8282 2.0519 0.7165 0.58 -0.16 1.00
C -1.9181 6.7299 -1.2462 -0.37 -0.01 0.41
C 3.4567 -4.6460 6.3770 0.04 -0.05 -0.19
C 5.9958 -1.6021 9.3449 0.06 0.03 -0.02
C 8.3047 -1.7376 3.1699 -0.02 0.00 0.09
C 3.0101 0.9510 -5.4226 0.04 -0.02 -0.04
C 0.7088 -5.4931 2.3313 -0.04 -0.01 0.01
C 0.6323 -1.6413 -2.1062 0.04 -0.07 0.24
C -5.1012 3.0190 -2.4338 -0.55 -0.35 0.09
C 4.1086 -3.6589 5.4408 0.01 0.06 0.06
C -2.9321 -0.8216 -0.0541 -0.30 0.69 -0.22
C -0.2968 3.0433 -0.2818 0.03 0.12 -0.02
C -0.0116 -2.4873 -3.1695 -0.01 -0.04 -0.02
C -1.8460 4.0630 -9.3790 0.13 -0.01 0.01
C -3.3243 4.3458 -9.3423 -0.01 -0.02 -0.03
C 6.6240 -0.6227 8.3880 0.01 0.06 0.02
C 3.4992 1.7325 -4.2313 0.06 0.01 0.03
C -2.7391 -6.8841 -0.1997 0.08 -0.13 -0.02
C -2.4203 0.2078 0.9110 0.10 -0.34 1.54
C -3.9806 -6.0340 -0.1814 -0.08 -0.04 0.01
C 7.2486 -2.1864 2.1955 -0.05 -0.02 0.02
C 0.1144 -4.4257 1.4542 -0.16 0.04 0.00
C -6.5888 3.0771 -2.6584 -0.44 0.41 -0.83
B -3.8640 5.9970 -2.3567 -0.05 0.37 -0.07
H 7.4705 -3.1727 1.7985 0.02 0.00 -0.04
H -8.1925 2.5293 -1.8565 -0.14 -0.10 -0.09
H 5.6896 -1.0944 10.2569 -0.07 0.04 -0.03
H 4.5133 2.0814 -4.4149 0.00 0.03 -0.03
H -0.1651 -1.9422 -4.0938 -0.07 0.06 -0.04
H -0.4861 4.0512 0.0892 -0.04 0.07 0.06
H -0.7505 2.9460 -1.2620 -0.06 -0.07 -0.05
H 0.6406 -2.1649 -1.1502 0.00 0.17 -0.28
H 5.9000 0.1090 8.0414 -0.03 -0.01 -0.03
H -3.6196 4.8052 -8.4049 -0.02 0.00 0.08
H 8.1441 -0.7095 3.4818 0.02 0.04 -0.03
H -3.4494 5.5285 -4.2038 -0.08 -0.09 -0.37
H -1.9928 6.5208 -0.1799 0.06 0.11 0.10
H -2.0721 3.4418 3.2556 0.16 -0.35 0.02
H 7.4477 -0.1011 8.8705 0.06 -0.06 0.00
H -4.8776 2.0281 -2.0435 0.19 -0.02 0.19
H -3.5822 5.0151 -10.1608 0.00 -0.01 -0.02
H -2.2243 -6.8470 0.7572 0.04 0.02 0.01
H 3.4940 1.1255 -3.3302 -0.04 0.00 0.02
H 6.6802 -2.4053 9.6013 0.01 -0.04 -0.04
H -0.5308 -3.7801 2.0480 0.03 0.02 0.03
H 3.0633 -4.1485 7.2564 -0.06 0.11 -0.01
H -4.7016 -6.4576 0.5150 0.01 0.00 0.03
H -1.5756 3.4998 -10.2673 -0.01 -0.04 -0.01
H 0.6182 -3.3513 -3.3742 0.03 0.00 0.05
H -1.2924 4.9998 -9.3731 -0.01 0.03 0.03
H 3.7121 0.1517 -5.6515 0.01 -0.03 0.04
H -4.7581 4.9117 2.3817 -0.11 0.16 0.06
H 4.8731 -3.0952 5.9647 0.08 0.00 0.07
H -4.6173 3.1183 -3.4028 0.10 0.19 -0.01
H 6.2833 -2.2196 2.6949 -0.01 0.01 0.01
H 0.7795 2.9176 -0.3516 0.07 -0.03 0.02
H -4.4345 -5.9744 -1.1664 0.03 0.05 -0.03
H -4.7148 1.8982 0.4589 -0.01 -0.09 0.08
H 8.2808 -2.3787 4.0492 -0.01 -0.05 -0.01
H -2.9464 -0.4663 -1.0780 0.14 0.00 -0.08
H 1.3770 -5.0670 3.0712 0.09 -0.01 -0.04
H 1.6526 -1.3897 -2.3891 -0.02 0.02 -0.07
H -1.4908 5.8461 -1.7214 0.06 -0.01 -0.13
H -3.0053 -7.9175 -0.4123 -0.03 0.00 -0.02
H 2.9033 1.5846 -6.2984 -0.06 0.04 0.00
H 3.3786 -2.9668 5.0293 -0.02 -0.02 -0.05
H -3.8015 2.1265 3.6018 0.31 -0.17 -0.02
H -0.0878 -6.0266 2.8480 -0.04 0.00 -0.02
H -0.4659 -4.8441 0.6360 0.06 0.01 -0.07
H 4.1552 -5.4147 6.6949 0.00 -0.05 -0.05
H -3.9618 -1.0166 0.2442 0.00 -0.36 0.08
H -1.2678 7.5766 -1.4275 0.08 0.10 0.02
H -2.3218 -1.7130 0.0144 -0.03 -0.21 0.06
```
Positions in Å, forces in eV/Å.

---

Entry 3:
# C18H20Cl2N2O5

A cluster of 2 separate species, C18H20Cl2N2O5 in total at a distorted geometry (ωB97M-V/def2-TZVPD, OMol25).

## Properties
Maximum force ... 2.24 eV Å⁻¹
Gap between HOMO and LUMO ... 9.4 eV
Total charge ... 0
Multiplicity ... 1
HOMO ... -9.1097 eV
ΔE to the lowest compared entry with this formula, charge and spin ... 1.900 eV
M ... 415.3 g/mol
Energy ... -57253.642 eV
SMILES ... Oc1cc(Cl)ccc1Oc1ccc(Cl)cc1.CNC(=O)[C@H](CO)NC(C)=O

XYZ file:
```
47
Properties=species:S:1:pos:R:3:forces:R:3
Cl -3.5451 4.1534 -2.4736 0.11 -0.25 0.40
Cl -2.8378 -4.4873 3.5075 0.05 0.36 -0.07
O 3.4829 -0.4856 1.5097 -0.06 0.04 0.44
O 2.9569 1.5474 -2.7086 0.24 0.26 0.14
O 1.7684 -1.0287 -3.7078 0.04 0.22 0.36
O -1.8658 1.2888 2.4454 -0.18 -0.08 0.36
O -4.2904 2.6276 2.3580 0.24 -0.12 -0.18
N 2.0612 -0.1914 -0.1400 -1.63 -0.12 -1.53
N 2.5094 -2.2948 -2.0053 0.28 -0.32 0.84
C 2.9742 -3.4196 -2.8143 -0.27 0.34 -0.19
C -2.2746 1.9121 1.2896 0.20 0.31 -1.47
C 1.5446 -0.0701 -1.5211 0.06 0.25 0.93
C -3.4927 2.6086 1.2513 0.27 -0.27 0.33
C -2.8362 -0.8675 1.7110 0.20 0.15 0.30
C 1.9592 -1.1797 -2.5045 0.21 0.21 -0.76
C 1.7023 1.3495 -2.0951 0.07 -0.57 -0.86
C -2.1256 -0.0547 2.6169 -0.33 -1.36 0.05
C -3.0620 3.2886 -1.0361 0.24 -0.48 0.81
C -1.8435 2.6021 -1.0018 0.01 0.02 0.07
C -1.6488 -0.6405 3.7972 -0.09 -0.20 -0.09
C 4.5147 0.0726 -0.5382 -0.29 0.00 -0.01
C -1.8663 -1.9966 4.0755 -0.11 0.24 -0.35
C 3.3099 -0.2139 0.3336 1.93 -0.26 0.83
C -2.5685 -2.7949 3.1694 0.06 0.66 -0.24
C -3.0525 -2.2257 1.9878 0.24 0.16 0.38
C -3.8827 3.2875 0.0953 0.03 0.10 -0.24
C -1.4476 1.9230 0.1591 -0.76 0.38 0.04
H -4.8257 3.8233 0.0833 0.09 -0.08 0.08
H 1.5644 2.0831 -1.2995 0.20 -0.09 0.01
H -3.2331 -0.4535 0.7897 0.07 0.01 0.10
H 2.1193 -3.9457 -3.2427 0.11 -0.03 -0.05
H -1.2041 2.6172 -1.8788 -0.05 -0.03 0.14
H 0.4692 -0.2104 -1.4217 -0.19 -0.10 0.09
H 4.4546 -0.4604 -1.4819 0.03 0.16 -0.23
H 4.5658 1.1439 -0.7239 0.00 -0.03 -0.22
H 5.4142 -0.2357 -0.0074 -0.22 -0.03 0.10
H -1.0987 -0.0272 4.5043 -0.06 -0.06 -0.09
H 3.6022 -3.0544 -3.6297 -0.09 -0.04 0.06
H 2.9640 1.0388 -3.5302 -0.11 0.00 0.08
H 2.6276 -2.3504 -1.0047 -0.04 0.01 -0.11
H 1.3736 -0.3434 0.5827 0.05 -0.11 0.03
H 0.9275 1.5106 -2.8461 -0.23 -0.03 0.06
H 3.5524 -4.1122 -2.2006 -0.13 0.21 0.04
H -3.6033 -2.8457 1.2865 0.08 0.16 0.07
H -1.4893 -2.4361 4.9944 -0.04 0.13 -0.14
H -0.4909 1.4154 0.2042 -0.06 0.02 0.00
H -3.8333 2.1328 3.0615 -0.19 0.23 -0.25
```
Positions in Å, forces in eV/Å.

---

Entry 4:
# C9H24ClINOsP2

A structure of composition C9H24ClINOsP2 at a distorted geometry (ωB97M-V/def2-TZVPD, OMol25).

## Properties
Maximum force ... 6.41 eV Å⁻¹
Gap between HOMO and LUMO (spin up / spin down) ... 7.1 / 4.3 eV
Total charge ... +3
Multiplicity ... 5
HOMO (spin up / spin down) ... -19.2973 / -19.2806 eV
M ... 560.8 g/mol
Energy ... -52848.486 eV

XYZ file:
```
39
Properties=species:S:1:pos:R:3:forces:R:3
Os 0.0714 0.0006 0.0758 3.90 -0.03 0.06
I -1.4288 0.0829 -3.3043 -0.35 0.02 -0.65
Cl 2.4752 -0.0111 -0.1895 -2.14 -0.03 -0.24
P 0.1356 -2.1769 0.2353 -0.06 -6.38 0.56
P 0.1246 2.1768 -0.0738 -0.21 6.12 -0.46
N -0.1413 0.1351 2.0513 0.10 -0.66 2.30
C -1.4069 3.1554 -0.0363 -0.04 -0.27 0.18
C 0.8895 -2.9854 -1.2177 0.04 0.42 -0.04
C 0.0280 0.0034 3.1996 -1.19 0.84 -2.13
C 0.0060 0.0084 4.6285 0.43 -0.12 0.95
C -1.3875 -3.1501 0.4323 -0.15 0.29 0.08
C 0.8640 2.7577 -1.6416 0.14 -0.37 0.28
C 1.1824 -2.8160 1.6018 -0.11 0.48 -0.09
C 1.1669 3.0013 1.1831 -0.13 -0.38 -0.06
C -1.6595 -0.0033 -5.4556 0.13 0.32 -0.83
H 0.8918 -0.5003 5.0329 -0.13 0.05 -0.09
H 0.7114 2.8747 2.1752 0.22 0.19 -0.26
H -0.6552 0.0748 -5.8684 0.14 -0.13 0.23
H -1.1412 4.2167 -0.1441 -0.18 -0.29 0.03
H -0.0004 1.0386 5.0111 0.01 -0.15 -0.21
H -2.0399 -2.9631 -0.4277 -0.04 -0.16 0.22
H 0.9751 -4.0557 -0.9874 -0.03 0.24 -0.19
H -2.1125 -0.9602 -5.7147 0.00 -0.23 0.41
H 0.2094 2.4616 -2.4733 0.19 0.29 0.00
H -1.8942 -2.8451 1.3546 -0.06 -0.16 -0.19
H -1.1309 -4.2177 0.4826 -0.10 0.31 -0.02
H 2.1770 2.5713 1.1666 -0.24 0.23 0.07
H 1.1859 4.0613 0.8964 0.09 -0.21 0.26
H -1.9116 2.9872 0.9224 -0.08 0.16 -0.25
H -2.2851 0.8221 -5.7967 -0.07 0.04 0.54
H 1.1999 -3.9062 1.4700 0.06 0.27 0.22
H 1.8777 -2.5529 -1.4109 -0.18 -0.22 -0.05
H 2.1942 -2.3977 1.5162 -0.24 -0.21 0.09
H 0.2377 -2.8298 -2.0849 0.20 -0.21 0.03
H -0.8885 -0.5096 5.0029 0.12 0.04 -0.24
H 0.9303 3.8506 -1.5551 0.01 -0.25 -0.33
H 1.8584 2.3112 -1.7649 -0.21 0.25 -0.13
H -2.0507 2.8365 -0.8643 -0.05 0.21 0.22
H 0.7419 -2.5469 2.5726 0.21 -0.29 -0.27
```
Positions in Å, forces in eV/Å.

---

Entry 5:
# C10H10N6S

The molecule C10H10N6S at a distorted geometry (ωB97M-V/def2-TZVPD, OMol25).

## Properties
Maximum force ... 1.11 eV Å⁻¹
Gap between HOMO and LUMO ... 8.6 eV
Total charge ... 0
Multiplicity ... 1
HOMO ... -8.3780 eV
ΔE to the lowest compared entry with this formula, charge and spin ... 0.000 eV
M ... 246.3 g/mol
Energy ... -30307.739 eV
SMILES ... Cn1ncnc1SCc1cn2cccnc2n1

XYZ file:
```
27
Properties=species:S:1:pos:R:3:forces:R:3
S -0.8614 0.3805 1.9226 -0.14 0.35 -0.18
N 0.8046 -0.4247 -3.3274 0.19 -0.62 -0.66
N 0.3396 -2.7701 3.7765 0.14 -0.85 0.53
N 0.8181 0.0980 -1.0143 0.20 -0.45 0.13
N 0.0672 1.6698 -2.4306 0.33 -0.95 -0.21
N -0.5980 -1.9744 3.2398 0.61 0.65 -0.40
N 1.3165 -0.9823 2.8665 -0.07 0.44 -0.24
C -0.2300 2.1444 -3.6550 -0.06 -0.01 -0.68
C -1.9945 -2.2811 3.2959 -0.42 -0.05 0.08
C 0.4533 1.2028 -0.3294 -0.21 0.46 -0.59
C 0.5506 1.2680 1.1446 -0.35 -0.15 0.23
C -0.0105 1.3347 -4.7326 -0.11 0.33 0.26
C 0.5141 0.0440 -4.5103 0.05 -0.11 0.14
C 0.5970 0.3533 -2.2806 -0.32 0.93 0.53
C 0.0109 -0.9021 2.6950 0.26 -0.22 0.17
C 1.4642 -2.1456 3.5278 -0.39 -0.02 -0.01
C -0.0188 2.1835 -1.1824 0.08 0.17 1.03
H -2.4457 -2.1187 2.3162 0.00 -0.06 0.03
H -0.6295 3.1471 -3.7249 0.01 -0.01 0.04
H -0.3870 3.1689 -0.9808 -0.07 0.21 -0.02
H -0.2335 1.6746 -5.7295 -0.03 0.06 -0.06
H 1.4347 0.7482 1.5119 0.05 0.18 -0.02
H 0.5117 2.2963 1.4998 0.10 -0.07 0.04
H 2.4202 -2.5226 3.8250 0.19 -0.20 0.11
H -2.4986 -1.6456 4.0274 -0.01 -0.06 -0.02
H -2.0945 -3.3239 3.5889 -0.01 0.08 -0.05
H 0.6995 -0.6229 -5.3403 -0.01 -0.01 -0.16
```
Positions in Å, forces in eV/Å.